[1]
ORCA calculation (ωB97M-V with the def2-TZVPD basis set) on a structure of composition C24H64B2CuF8O24S8 at a distorted geometry.

Output
Highest occupied orbital energy (alpha / beta) in eV: -10.827 / -10.772
E_tot in eV: -229474.6601
M in Da: 1230.44
Spin multiplicity: 2
HOMO-LUMO gap (alpha / beta) in eV: 7.49 / 2.20

Geometry (Å):
Cu1 -28.60424 -20.91750 -3.42696
S1 -24.88588 -18.65141 5.63311
S2 -34.12548 -18.89975 -4.39297
S3 -20.18938 -21.10997 -14.30224
S4 -18.62211 -16.91779 -5.02610
S5 -25.70825 -25.16809 -6.04135
S6 -29.81233 -20.91656 -9.21038
S7 -26.52380 -24.29848 0.87222
S8 -24.78342 -11.14595 -7.87488
F1 -30.84226 -18.46960 0.52290
F2 -25.56312 -19.52566 -3.62558
F3 -29.01440 -19.13766 -0.49581
F4 -26.89355 -18.10645 -4.61915
F5 -30.64177 -20.56957 -0.01351
F6 -25.00570 -18.58248 -5.63456
F7 -25.06803 -17.41255 -3.69686
F8 -29.35278 -19.63970 1.64470
O1 -27.02443 -25.63542 0.57492
O2 -28.54851 -21.48761 -9.65874
O3 -23.35276 -11.38989 -8.65451
O4 -24.91573 -24.49866 1.07526
O5 -35.00997 -19.78033 -3.56346
O6 -32.64187 -18.85186 -4.31467
O7 -26.72338 -25.80945 -6.88810
O8 -31.08631 -21.44340 -10.25014
O9 -17.92735 -16.52018 -6.48797
O10 -19.60713 -20.77373 -15.56257
O11 -26.74682 -23.17634 -0.08047
O12 -24.38545 -24.89541 -7.01718
O13 -21.45550 -20.01843 -13.90059
O14 -19.34829 -15.72811 -4.55650
O15 -24.74208 -20.00649 6.20186
O16 -26.05634 -23.92083 -5.33943
O17 -17.57644 -17.58306 -4.24082
O18 -24.59273 -10.05925 -6.90386
O19 -25.89875 -11.20381 -8.84443
O20 -34.50679 -19.14592 -5.98020
O21 -30.24824 -21.05845 -7.80478
O22 -19.33660 -21.27148 -13.14074
O23 -24.69923 -18.73876 3.98919
O24 -24.13840 -17.49995 6.15501
C1 -24.61128 -17.56015 3.17095
C2 -24.14497 -23.35946 1.12119
C3 -23.42537 -23.89142 -6.70756
C4 -26.62161 -18.17275 5.70774
C5 -21.99003 -20.27561 -12.63452
C6 -21.22400 -22.60231 -14.55499
C7 -24.75720 -12.73722 -6.91811
C8 -30.02198 -19.15602 -9.72381
C9 -35.82080 -19.11821 -6.32609
C10 -34.69562 -17.13010 -4.14154
C11 -31.57779 -22.68820 -9.90863
C12 -35.92676 -18.69727 -7.81550
C13 -22.24592 -18.97702 -11.82693
C14 -23.50418 -23.39911 2.50929
C15 -32.68731 -23.06554 -10.91884
C16 -25.00109 -26.40763 -4.97014
C17 -17.03989 -17.39120 -7.20375
C18 -22.08250 -11.08693 -7.96873
C19 -19.77793 -18.13910 -5.69764
C20 -20.90956 -11.96404 -8.52636
C21 -22.06433 -24.25337 -7.37831
C22 -17.64858 -18.12321 -8.35121
C23 -26.86277 -23.76100 2.67953
C24 -23.32694 -17.49311 2.28671
B1 -25.62972 -18.42702 -4.40315
B2 -29.96365 -19.46103 0.44584
H1 -25.80073 -26.71757 -4.29736
H2 -29.20738 -18.66674 -9.18984
H3 -20.73496 -11.84994 -9.59622
H4 -24.74167 -16.73461 3.87065
H5 -20.40064 -23.27612 -14.79199
H6 -25.46020 -17.62145 2.49000
H7 -24.65603 -27.26793 -5.54365
H8 -16.47474 -18.01038 -6.50711
H9 -27.93194 -23.56195 2.75258
H10 -16.84976 -18.64101 -8.88212
H11 -25.56619 -12.64956 -6.19289
H12 -23.26000 -23.60136 -5.66997
H13 -21.79848 -25.30102 -7.23736
H14 -20.53094 -18.27805 -4.92190
H15 -23.88069 -12.77164 -6.27110
H16 -22.83317 -19.07726 -10.91414
H17 -18.37654 -18.89371 -8.09723
H18 -20.00234 -11.63701 -8.01832
H19 -22.22616 -24.31094 -8.45469
H20 -34.44335 -16.73944 -3.15573
H21 -22.71880 -18.24839 -12.48541
H22 -27.20324 -19.08741 5.59285
H23 -22.42226 -17.68904 2.86227
H24 -20.03613 -17.68458 -6.65412
H25 -21.81099 -22.80335 -13.65882
H26 -23.30421 -16.61009 1.64808
H27 -22.91448 -20.79698 -12.88286
H28 -23.08585 -24.38304 2.72139
H29 -26.37909 -22.81879 2.93723
H30 -21.39212 -20.95325 -12.02510
H31 -26.81203 -17.62735 6.63206
H32 -36.53110 -18.46728 -5.81633
H33 -23.73418 -22.96351 -7.18892
H34 -29.76588 -19.16594 -10.78326
H35 -21.17152 -23.67257 -7.14663
H36 -32.33836 -22.94055 -11.94388
H37 -21.28602 -18.55912 -11.52354
H38 -19.31574 -19.03019 -6.12244
H39 -24.24636 -25.92377 -4.35017
H40 -22.30605 -11.10343 -6.90203
H41 -32.11731 -22.68807 -8.96151
H42 -24.78476 -13.54935 -7.64461
H43 -35.77136 -17.18018 -3.97304
H44 -32.98709 -24.11076 -10.84308
H45 -24.32610 -23.30338 3.21879
H46 -17.95027 -17.36669 -9.07561
H47 -31.04521 -18.80523 -9.58948
H48 -23.38033 -23.44051 0.34861
H49 -30.82011 -23.46396 -10.01917
H50 -22.85044 -22.55354 2.72315
H51 -24.68696 -22.42865 0.95405
H52 -33.62327 -22.50916 -10.86894
H53 -21.82615 -10.03018 -8.04396
H54 -36.28351 -20.09015 -6.15480
H55 -26.51559 -24.56782 3.32499
H56 -36.99490 -18.76688 -8.02123
H57 -20.99677 -13.01329 -8.24424
H58 -35.48352 -19.46177 -8.45362
H59 -35.46144 -17.74377 -8.06528
H60 -16.28821 -16.75636 -7.67286
H61 -23.45908 -18.32700 1.59733
H62 -21.75358 -22.53316 -15.50519
H63 -34.57042 -16.47093 -5.00056
H64 -26.87575 -17.43070 4.95087

Forces on atoms 1 to 6 (eV/Å):
0.46 0.41 -0.05
0.13 0.50 0.33
0.11 0.55 1.14
-1.72 0.17 0.99
1.40 -0.13 -0.74
-0.85 0.94 -1.64

***

[2]
ORCA calculation (ωB97M-V with the def2-TZVPD basis set) on a cluster of 2 separate species, C4H14N2O in total at a distorted geometry.

Output
Highest occupied orbital energy in eV: -9.562
E_tot in eV: -9400.7341
SMILES: CC[C@@H](N)CN.O
M in Da: 106.17
HOMO-LUMO gap in eV: 10.40

Geometry (Å):
O1 -0.33663 1.98997 -2.57385
N1 1.44316 -2.19342 -0.39967
N2 -1.37819 -1.10880 -0.36262
C1 -0.08245 1.73154 0.75530
C2 -0.22539 -0.84985 0.65837
C3 -0.57981 0.44273 1.45454
C4 1.13187 -0.89998 0.22602
H1 2.38427 -2.14456 -0.14786
H2 0.92808 2.28321 0.82551
H3 -0.97452 2.69132 -2.50388
H4 -0.37105 -1.81461 1.19507
H5 -0.77972 2.58754 1.15287
H6 -0.14967 0.46938 2.43578
H7 -1.10654 -0.72130 -1.25947
H8 -0.84743 1.19050 -2.65527
H9 1.80471 -0.77057 1.10239
H10 1.00852 -3.09515 0.12336
H11 -1.58269 0.57797 1.39608
H12 -1.18946 -2.05490 -0.66175
H13 -0.32502 1.67813 -0.31614
H14 1.22796 0.01086 -0.44477

Forces on atoms 1 to 6 (eV/Å):
0.71 -0.04 -0.12
-1.74 -1.53 0.51
2.05 0.32 -0.04
-0.95 3.04 -0.13
-4.51 -0.75 1.45
3.98 -0.15 -1.36

***

[3]
ORCA calculation (ωB97M-V with the def2-TZVPD basis set) on a cluster of 2 separate species, CH6O in total at a distorted geometry.

Output
Highest occupied orbital energy in eV: -11.557
E_tot in eV: -3181.6562
SMILES: C.O
M in Da: 34.06
HOMO-LUMO gap in eV: 12.45

Geometry (Å):
O1 -1.72329 1.59323 0.60690
C1 0.97488 -0.87527 -0.58304
H1 1.44187 -1.82711 -0.28992
H2 -1.36501 0.70841 0.84562
H3 0.57293 -0.37381 0.30969
H4 0.15718 -1.07140 -1.29220
H5 1.72656 -0.22895 -1.05977
H6 -1.78512 2.07491 1.46272

Forces on atoms 1 to 6 (eV/Å):
0.30 -0.41 1.13
-0.01 -0.05 -0.04
-0.18 0.35 -0.10
-0.40 0.96 -0.24
0.21 -0.17 -0.32
0.30 0.08 0.26

***

[4]
ORCA calculation (ωB97M-V with the def2-TZVPD basis set) on a cluster of 2 separate species, C8H10NO3 in total at a distorted geometry.

Output
Highest occupied orbital energy in eV: -4.830
Charge: -1
E_tot in eV: -16091.2920
M in Da: 168.17
HOMO-LUMO gap in eV: 8.39

Geometry (Å):
O1 3.51742 1.24228 1.27758
O2 2.88427 -2.65079 0.00768
O3 4.69243 0.75854 -0.60401
N1 2.81213 -0.26632 -0.18011
C1 0.07537 -2.11544 0.57605
C2 3.83442 0.69108 0.25302
C3 -0.64709 1.52836 0.02128
C4 0.06906 0.97308 -1.22548
C5 -0.06242 0.38298 1.13166
C6 -0.16894 -0.82885 0.30850
C7 2.84126 -1.44374 -0.02342
C8 -0.21608 -0.47280 -1.10092
H1 -0.62159 0.45697 2.02438
H2 0.06350 -2.67960 1.51758
H3 -0.28690 2.51139 0.44802
H4 -0.27277 1.43342 -2.20393
H5 -0.03552 -2.79148 -0.24809
H6 1.13763 1.18281 -1.05915
H7 0.44106 -1.09284 -1.82143
H8 -1.23098 -0.68980 -1.35576
H9 -1.67489 1.40661 -0.04902
H10 0.97291 0.53937 1.33812

Forces on atoms 1 to 6 (eV/Å):
0.29 1.22 1.87
-0.13 2.00 0.19
1.78 0.74 -0.22
-1.66 -1.69 -0.14
-1.70 -0.43 0.90
-0.20 0.30 -1.19

***

[5]
ORCA calculation (ωB97M-V with the def2-TZVPD basis set) on a structure of composition C9H13N2 at a distorted geometry.

Output
Highest occupied orbital energy (alpha / beta) in eV: -11.999 / -11.998
Charge: +1
E_tot in eV: -12513.1244
M in Da: 149.22
HOMO-LUMO gap (alpha / beta) in eV: 7.51 / 7.51

Geometry (Å):
N1 1.86660 -0.35407 0.05761
N2 -0.66557 -1.60008 -0.30741
C1 -0.41818 0.84079 0.16008
C2 -2.49518 -0.52117 0.70972
C3 -0.73923 1.32294 -1.28528
C4 -1.79961 0.72146 0.99229
C5 1.89753 0.93666 0.46739
C6 0.80535 1.69188 0.59371
C7 0.03272 -0.54580 -0.04428
C8 2.86373 -1.36483 -0.13700
C9 -2.02935 -1.61123 0.09854
H1 -2.72278 -2.42881 -0.11930
H2 -1.58210 0.80813 2.07013
H3 2.95209 1.34940 0.33829
H4 2.37580 -2.25990 -0.38672
H5 0.27586 1.05980 -1.85192
H6 -1.50600 0.76651 -1.61438
H7 -3.49889 -0.57598 0.93660
H8 3.46042 -1.02132 -0.96333
H9 -0.71201 2.40869 -1.44325
H10 3.53173 -1.54450 0.68286
H11 -0.21295 -2.33417 -0.70146
H12 -2.39267 1.55282 0.91435
H13 0.71272 2.70280 0.83276

Forces on atoms 1 to 6 (eV/Å):
-7.11 -0.89 0.29
-0.48 2.79 1.49
-1.18 0.69 1.03
0.75 -1.21 -1.13
6.00 0.80 -0.05
3.82 -0.61 1.18